Record 1
Density functional theory data (the ωB97M-V functional and the def2-TZVPD basis) for a molecular structure, C22H41BrEuNP3Se.

Each line ends with the Mulliken spin population.
Positions of all 70 atoms, in Å:
Eu (2.18, 0.53, 1.67)  5.0254
P (-0.33, 2.19, 0.72)  0.0126
P (-1.41, -0.37, -0.86)  0.3200
P (1.15, 0.93, -2.15)  0.2300
H (6.66, -0.52, 2.79)  0.0001
C (6.49, 0.56, 2.62)  0.0009
C (5.31, 1.17, 2.24)  -0.0004
H (4.42, 0.50, 2.24)  -0.0067
C (-0.94, 2.32, 2.45)  0.0051
C (-1.89, 2.87, -0.05)  0.0037
C (0.66, 3.76, 0.67)  0.0134
C (-1.41, -2.12, -1.47)  0.0757
C (-2.74, -0.64, 0.41)  0.0870
C (-2.53, 0.30, -2.20)  0.0558
C (2.84, 1.39, -2.71)  0.0585
C (0.26, 2.38, -2.86)  0.0620
C (0.78, -0.27, -3.52)  0.0233
H (7.38, 1.15, 2.71)  -0.0002
H (5.28, 2.24, 2.03)  0.0001
H (-0.19, 1.96, 3.18)  -0.0012
H (-1.86, 1.72, 2.58)  0.0005
H (-1.17, 3.38, 2.65)  0.0000
H (-2.74, 2.19, 0.11)  0.0017
H (-1.75, 3.05, -1.13)  0.0005
H (-2.11, 3.83, 0.44)  -0.0007
H (1.65, 3.60, 1.15)  0.0012
H (0.11, 4.53, 1.23)  0.0015
H (0.82, 4.08, -0.37)  0.0029
H (-2.43, -2.39, -1.81)  0.0251
H (-1.10, -2.79, -0.66)  -0.0060
H (-0.71, -2.22, -2.32)  -0.0083
H (-3.54, -1.26, -0.05)  0.0141
H (-3.20, 0.31, 0.75)  -0.0038
H (-2.32, -1.18, 1.27)  -0.0071
H (-3.43, -0.35, -2.24)  0.0146
H (-2.03, 0.27, -3.19)  -0.0093
H (-2.85, 1.33, -1.96)  -0.0044
H (2.94, 1.27, -3.81)  0.0083
H (3.58, 0.71, -2.26)  0.0031
H (3.07, 2.43, -2.48)  -0.0063
H (0.78, 2.66, -3.78)  0.0073
H (0.30, 3.22, -2.15)  -0.0063
H (-0.78, 2.15, -3.09)  -0.0090
H (1.37, 0.02, -4.39)  0.0024
H (-0.27, -0.29, -3.79)  0.0019
H (1.09, -1.27, -3.22)  0.0017
C (3.58, -2.50, -0.52)  -0.0114
C (4.50, -2.30, 0.49)  0.0094
C (5.86, -2.23, 0.22)  0.0004
C (6.30, -2.77, -0.97)  0.0053
C (5.39, -3.26, -1.94)  -0.0005
C (4.07, -3.16, -1.70)  0.0037
Se (2.04, -1.48, -0.56)  -0.0168
H (2.92, -0.07, -0.61)  0.0240
H (4.11, -2.04, 1.46)  -0.0037
H (6.51, -1.77, 0.94)  0.0002
H (7.38, -2.79, -1.16)  0.0002
H (5.81, -3.67, -2.82)  -0.0001
H (3.36, -3.51, -2.43)  -0.0003
Br (-3.26, -1.31, 5.49)  -0.0001
C (-1.53, -1.79, 4.69)  -0.0012
C (-0.76, -2.81, 5.25)  0.0001
C (0.44, -3.14, 4.59)  0.0005
C (0.81, -2.40, 3.43)  0.0026
N (0.17, -1.29, 2.99)  -0.0017
C (-1.06, -1.08, 3.57)  0.0011
H (-1.11, -3.31, 6.16)  0.0000
H (1.07, -3.97, 4.99)  0.0000
H (1.70, -2.72, 2.87)  -0.0023
H (-1.67, -0.28, 3.11)  -0.0002

Output
Kohn-Sham gap (spin up / spin down): 7.12 / 4.82 eV
M: 723.3 g/mol
multiplicity: 7
net charge: +3

---

Record 2
Density functional theory data (the ωB97M-V functional and the def2-TZVPD basis) for a molecular structure, C22H41Cl3N3O5SiYb.

Each line ends with the Mulliken spin population.
Positions of all 76 atoms, in Å:
C (2.67, -2.73, -2.17)  -0.0003
C (2.13, -1.85, -3.26)  0.0003
H (2.38, -3.77, -2.35)  0.0000
H (2.30, -2.45, -1.18)  0.0002
H (3.77, -2.68, -2.14)  0.0000
C (2.00, -2.26, -4.52)  -0.0002
C (2.38, -3.62, -5.01)  0.0000
H (1.68, -1.59, -5.30)  0.0000
H (1.91, -4.41, -4.40)  0.0000
H (3.47, -3.75, -4.97)  0.0000
H (2.04, -3.73, -6.05)  0.0000
Yb (0.41, 0.10, 2.33)  1.0079
Cl (2.18, 1.85, 1.51)  -0.0014
Cl (1.53, -2.29, 1.53)  -0.0004
C (-0.62, 2.86, 2.18)  -0.0010
O (-1.27, 1.82, 1.97)  0.0004
N (-0.97, 4.11, 1.84)  0.0003
C (-2.30, 4.37, 1.32)  0.0001
C (0.08, 5.12, 1.75)  -0.0001
H (0.39, 2.81, 2.63)  -0.0008
H (-3.03, 3.88, 1.96)  0.0000
H (-2.42, 4.00, 0.28)  0.0000
H (-2.46, 5.45, 1.33)  0.0000
H (0.72, 5.03, 2.63)  0.0000
H (-0.39, 6.11, 1.72)  0.0000
H (0.71, 4.97, 0.85)  0.0000
H (0.45, -4.52, 3.08)  0.0000
H (-0.67, -3.59, 0.71)  0.0000
C (-0.62, -4.68, 3.31)  0.0000
C (-1.61, -3.82, 1.24)  0.0000
N (-1.43, -3.68, 2.66)  -0.0001
H (-0.75, -4.60, 4.40)  0.0000
C (-1.76, -2.52, 3.28)  0.0002
O (-1.93, -1.41, 2.75)  -0.0002
H (-2.41, -3.17, 0.89)  0.0000
H (-1.84, -2.63, 4.37)  0.0000
H (-0.92, -5.67, 2.96)  0.0000
H (-1.86, -4.87, 1.02)  0.0000
O (1.05, -0.38, -1.71)  -0.0001
C (1.84, -0.39, -2.87)  -0.0002
C (0.16, 0.10, -4.71)  0.0010
C (1.31, 0.47, -4.00)  -0.0011
H (-0.37, -0.80, -4.41)  0.0003
C (-0.28, 0.91, -5.76)  -0.0007
H (2.84, -0.01, -2.59)  0.0000
C (2.02, 1.63, -4.32)  0.0005
H (-1.24, 0.67, -6.23)  0.0000
C (0.46, 2.02, -6.14)  0.0001
C (1.62, 2.38, -5.43)  -0.0002
H (2.84, 1.94, -3.67)  0.0000
H (0.16, 2.58, -7.04)  0.0000
H (2.18, 3.27, -5.71)  0.0000
Si (-0.43, 0.44, -1.31)  -0.0018
Cl (0.59, -2.05, 4.69)  0.0002
C (-1.93, 0.09, -2.38)  0.0001
C (0.01, 2.23, -1.48)  0.0001
C (-0.61, -0.61, 0.18)  -0.0011
H (-1.92, 0.53, -3.39)  0.0000
H (-2.81, 0.52, -1.88)  0.0000
H (-2.12, -0.98, -2.52)  0.0000
H (-0.97, -1.62, -0.07)  0.0001
H (-1.28, -0.15, 0.93)  -0.0011
H (0.52, -0.80, 0.38)  -0.0005
H (0.41, 2.44, -2.48)  0.0000
H (0.81, 2.47, -0.76)  0.0000
H (-0.84, 2.92, -1.32)  0.0000
N (-0.83, -0.21, 6.59)  0.0000
C (-1.04, 1.26, 6.42)  0.0000
C (-0.52, 1.71, 5.04)  0.0000
O (-0.88, 2.86, 4.66)  0.0001
O (0.24, 0.87, 4.47)  -0.0007
H (-1.72, -0.70, 6.59)  0.0000
H (-0.42, -0.38, 7.51)  0.0000
H (-0.20, -0.73, 5.86)  0.0000
H (-2.11, 1.47, 6.51)  0.0000
H (-0.48, 1.79, 7.19)  0.0000

Output
Kohn-Sham gap (spin up / spin down): 8.28 / 8.06 eV
M: 735.1 g/mol
multiplicity: 2
net charge: 0

---

Record 3
Density functional theory data (the ωB97M-V functional and the def2-TZVPD basis) for 7 unconnected molecules or ions with the total composition C22H41ClN3O14P2S.

Each line ends with the Mulliken charge.
Positions of all 84 atoms, in Å:
Cl (26.34, 2.18, 5.83)  1.5826
O (26.27, 2.84, 7.09)  -0.6375
O (27.55, 2.70, 5.13)  -0.6683
O (26.52, 0.80, 5.97)  -0.6292
O (25.10, 2.47, 5.12)  -0.6480
C (30.60, 6.56, -1.28)  -0.6229
C (30.22, 7.30, -2.57)  -0.6571
C (30.65, 6.35, -3.71)  -0.7022
S (29.94, 4.74, -3.24)  1.0545
O (30.90, 3.79, -3.82)  -0.6394
O (28.54, 4.76, -3.58)  -0.6194
C (30.14, 5.07, -1.41)  -0.5511
H (30.09, 7.11, -0.49)  0.3068
H (31.66, 6.69, -1.05)  0.3048
H (30.61, 8.31, -2.67)  0.3652
H (29.15, 7.52, -2.62)  0.3327
H (31.74, 6.30, -3.61)  0.3098
H (30.28, 6.59, -4.71)  0.4204
H (30.95, 4.41, -1.08)  0.3227
H (29.21, 4.87, -0.89)  0.3744
C (30.95, -5.48, 5.00)  -0.6650
O (30.84, -6.79, 4.50)  -0.3220
P (32.16, -7.79, 4.44)  1.0238
O (33.30, -7.25, 3.59)  -0.6663
O (32.58, -8.10, 6.01)  -0.2820
C (31.74, -8.95, 6.89)  -0.5729
O (31.61, -9.19, 3.98)  -0.2804
C (32.40, -10.37, 3.89)  -0.6836
H (30.22, -5.32, 5.79)  0.2681
H (30.65, -4.85, 4.16)  0.2620
H (31.89, -5.22, 5.48)  0.3253
H (32.27, -9.32, 7.77)  0.2896
H (31.52, -9.91, 6.42)  0.1860
H (30.85, -8.48, 7.32)  0.2698
H (32.06, -11.05, 3.12)  0.2659
H (32.49, -10.89, 4.85)  0.2578
H (33.43, -10.13, 3.64)  0.3238
C (20.02, 6.12, 7.62)  -0.5627
O (18.97, 6.93, 7.02)  -0.3217
P (17.92, 6.23, 6.03)  0.9822
O (16.90, 7.17, 5.39)  -0.6987
O (18.81, 5.44, 4.88)  -0.3022
C (19.82, 6.13, 4.17)  -0.7712
O (17.30, 5.02, 6.94)  -0.2896
C (17.04, 3.74, 6.34)  -0.5892
H (20.92, 6.21, 7.01)  0.2697
H (19.83, 5.05, 7.70)  0.2818
H (20.22, 6.62, 8.57)  0.2486
H (19.97, 7.19, 4.40)  0.3347
H (19.65, 5.94, 3.11)  0.2906
H (20.80, 5.65, 4.24)  0.3033
H (16.23, 3.78, 5.61)  0.3034
H (16.66, 3.13, 7.16)  0.2163
H (17.96, 3.41, 5.85)  0.3044
N (34.02, 2.89, 4.67)  -0.0130
C (34.09, 4.12, 4.00)  -0.5353
C (35.41, 4.48, 3.87)  -0.3254
C (36.12, 3.52, 4.58)  -0.4388
C (35.25, 2.55, 5.08)  -0.4378
H (33.20, 2.39, 4.97)  0.2221
H (33.21, 4.67, 3.69)  0.3945
H (35.74, 5.39, 3.39)  0.3871
H (37.18, 3.48, 4.76)  0.3750
H (35.38, 1.63, 5.62)  0.3739
N (33.55, 5.73, 9.70)  0.0181
C (33.93, 6.13, 10.96)  -0.5453
C (32.98, 6.05, 11.94)  -0.3345
C (31.87, 5.55, 11.16)  -0.2247
C (32.26, 5.42, 9.87)  -0.6164
H (34.10, 5.66, 8.86)  0.2132
H (34.94, 6.49, 11.11)  0.3452
H (32.88, 6.36, 12.97)  0.3747
H (30.92, 5.30, 11.61)  0.3743
H (31.64, 5.12, 9.03)  0.3934
N (25.98, 8.17, 3.85)  0.0013
C (25.88, 8.84, 2.65)  -0.5704
C (25.69, 10.17, 2.94)  -0.3192
C (25.73, 10.28, 4.34)  -0.2765
C (25.97, 9.06, 4.86)  -0.5349
H (26.06, 7.17, 3.94)  0.2245
H (25.95, 8.26, 1.74)  0.3771
H (25.49, 11.02, 2.30)  0.3742
H (25.57, 11.21, 4.85)  0.3655
H (25.98, 8.80, 5.91)  0.3594

Output
Kohn-Sham gap: 7.71 eV
M: 701.0 g/mol
net charge: -1